Molecular formula: C28H31Cl3FN4O8PTi
Method: DFT, ωB97M-V/def2-TZVPD

Geometry as XYZ:
```
77
Properties=species:S:1:pos:R:3:nbo_charge:R:1
Ti 0.51 0.08 0.26 1.67
C 1.04 -1.49 7.29 -0.63
C -0.38 -1.74 6.79 -0.02
C -0.97 -3.06 7.26 -0.41
C -0.27 -4.24 6.62 -0.44
C -0.32 -4.12 5.12 0.01
C -0.29 -5.22 4.31 -0.20
C -0.33 -5.09 2.91 0.43
F -0.31 -6.21 2.19 -0.29
C -0.39 -3.89 2.30 -0.28
C -0.40 -2.73 3.11 -0.05
C -0.38 -1.44 2.51 0.47
O -0.39 -1.32 1.19 -0.67
C -0.29 -0.33 3.34 -0.29
C -0.34 -0.50 4.71 0.17
N -0.40 -1.69 5.28 -0.27
C -0.37 -2.85 4.51 0.16
C 0.01 1.00 2.74 0.80
O -0.55 2.02 2.99 -0.51
O 1.02 0.86 1.82 -0.66
H 1.04 -1.51 8.38 0.25
H 1.41 -0.51 6.97 0.23
H 1.73 -2.25 6.93 0.22
H -1.03 -0.93 7.10 0.23
H -2.04 -3.09 7.03 0.23
H -0.87 -3.09 8.35 0.25
H -0.74 -5.18 6.92 0.25
H 0.77 -4.30 6.95 0.24
H -0.25 -6.22 4.74 0.26
H -0.44 -3.80 1.22 0.26
H -0.34 0.36 5.37 0.25
O 1.82 0.81 -0.94 -0.48
N 1.82 0.46 -2.20 0.22
N 0.97 -0.43 -2.41 0.21
O 0.25 -0.90 -1.41 -0.51
C 0.76 -0.97 -3.74 0.13
C 1.09 -0.18 -4.84 -0.22
C 0.89 -0.72 -6.09 -0.18
C 0.38 -2.01 -6.23 -0.17
C 0.06 -2.77 -5.12 -0.18
C 0.25 -2.25 -3.84 -0.23
H 1.48 0.81 -4.71 0.24
H 1.13 -0.13 -6.97 0.24
H 0.23 -2.42 -7.22 0.24
H -0.33 -3.77 -5.23 0.24
H 0.01 -2.82 -2.96 0.24
Cl 4.29 -4.27 1.32 0.13
C 3.41 -3.71 -0.07 -0.25
Cl 4.45 -3.40 -1.44 0.13
Cl 2.11 -4.82 -0.50 0.10
C 2.77 -2.41 0.31 0.40
N 2.28 -1.42 0.59 -0.34
C -3.26 5.33 0.98 -0.63
C -2.21 4.30 1.31 -0.06
O -1.76 3.71 0.04 -0.84
P -0.36 2.98 -0.07 1.71
O -0.21 2.94 -1.66 -0.85
C 0.83 3.78 -2.26 -0.07
C 0.42 5.23 -2.28 -0.64
O -0.99 1.22 -0.03 -0.80
C -2.24 0.91 -0.81 -0.06
C -3.43 1.00 0.10 -0.64
H -3.63 5.77 1.91 0.24
H -4.10 4.88 0.46 0.22
H -2.85 6.12 0.36 0.23
H -2.59 3.49 1.93 0.19
H -1.34 4.74 1.81 0.20
H 0.94 3.39 -3.27 0.20
H 1.76 3.62 -1.72 0.19
H -0.56 5.36 -2.75 0.23
H 1.15 5.82 -2.84 0.24
H 0.37 5.65 -1.27 0.21
H -2.09 -0.09 -1.19 0.21
H -2.25 1.61 -1.63 0.23
H -3.30 0.38 0.99 0.22
H -4.30 0.62 -0.44 0.25
H -3.64 2.02 0.41 0.23
```

Values from the calculation:
HOMO-LUMO gap: 7.550 eV
net charge: +2
2S+1: 1
electronic energy: -4577.39222 hartree
F_max: 1.21 eV Å⁻¹
lowest unoccupied orbital energy: -6.75 eV